No. 1
This record from the Open Molecules 2025 dataset describes the molecule C20H26ClNO3. The level of theory is ωB97M-V with the def2-TZVPD basis set.

XYZ file:
```
51
Properties=species:S:1:pos:R:3:forces:R:3
Cl -2.6925 5.6859 0.9860 0.1 0.1 0.0
O 2.3078 0.2326 1.2766 0.3 -0.1 0.4
O -1.1206 -1.5011 2.4856 0.0 -0.1 0.1
O 0.0912 -1.9144 0.6492 0.2 -0.1 -0.3
N 0.8247 0.6649 -0.3551 -0.1 0.1 0.1
C -4.7407 2.7738 -0.7894 0.0 0.0 0.0
C -3.1866 1.7310 0.7339 -0.1 0.0 0.0
C 4.4435 -0.3744 -0.4100 -0.2 0.0 0.0
C -1.6641 -0.3987 -0.8848 0.0 0.1 -0.2
C 3.0558 -0.0740 -0.9909 0.3 0.0 0.3
C 0.7843 -2.9623 1.3333 0.1 -0.5 0.3
C -2.5763 0.5043 1.3434 0.3 -0.1 0.0
C -4.2076 1.6379 -0.2059 0.0 0.0 0.0
C -2.7387 2.9945 1.1059 -0.1 0.1 0.0
C 2.0439 0.2682 0.0899 -0.1 0.2 -0.5
C -3.2758 4.1253 0.5146 -0.1 -0.2 -0.1
C 5.1458 -2.7457 -0.1135 0.1 -0.2 0.0
C -0.1972 1.0057 0.6027 -0.1 0.0 0.3
C -1.3459 -0.0300 0.5774 0.1 -0.1 0.2
C 1.4427 -3.8616 0.3048 -0.3 0.4 0.1
C 0.4122 0.6762 -1.7437 0.1 0.1 -0.5
C -1.1129 0.6465 -1.8490 0.1 -0.2 0.1
C -0.8061 -1.2318 1.3557 -0.4 0.3 0.0
C 4.4690 -1.6910 0.2990 0.0 0.2 0.0
C -4.2718 4.0286 -0.4431 0.0 0.1 0.0
H -1.5409 1.6247 -1.6267 0.0 0.1 -0.1
H -4.6800 4.9185 -0.8947 0.0 0.1 0.0
H -0.5896 1.9989 0.3711 0.0 -0.1 0.1
H -5.5317 2.6840 -1.5185 -0.1 0.0 -0.1
H 4.6978 0.4150 0.3007 0.1 0.0 -0.1
H 2.1702 -3.2997 -0.2748 0.1 0.0 -0.1
H 3.8674 -1.7318 1.1954 -0.1 -0.1 0.2
H 1.5278 -2.5002 1.9910 -0.1 0.0 0.0
H 0.2712 1.0300 1.5896 -0.1 0.1 -0.1
H 0.8116 -0.2090 -2.2468 0.0 0.1 0.0
H -1.3885 0.3914 -2.8731 0.0 0.1 0.0
H -4.6036 0.6702 -0.4751 0.0 -0.1 0.0
H -2.7404 -0.4967 -1.0169 0.0 -0.1 0.0
H 5.1337 -3.6796 0.4228 -0.1 -0.2 0.1
H 0.0668 -3.5122 1.9516 0.2 0.1 -0.1
H -2.2621 0.7131 2.3670 -0.1 0.0 0.0
H 2.7021 -0.9437 -1.5506 0.0 0.1 -0.1
H -3.3168 -0.2967 1.3838 0.0 0.0 0.1
H 0.6963 -4.2772 -0.3679 -0.1 -0.1 -0.1
H 3.1216 0.7693 -1.6825 -0.1 0.0 -0.1
H -1.9837 3.1008 1.8698 0.1 0.0 0.1
H 5.7543 -2.7181 -1.0039 0.1 0.1 -0.2
H 1.9535 -4.6750 0.8115 0.1 -0.1 0.0
H 0.8100 1.5661 -2.2512 0.0 -0.1 -0.1
H 5.1767 -0.3722 -1.2195 0.0 0.0 0.0
H -1.2079 -1.3604 -1.1246 -0.1 0.0 0.0
```
Forces are in eV/Å.

Results
relative energy (zero: lowest compared OMol25 entry of this formula, charge and spin)	0.198	eV
E_LUMO	0.64	eV
structure (SMILES)	C=CCCC(=O)N1CCC[C@@](Cc2cccc(Cl)c2)(C(=O)OCC)C1
Kohn-Sham gap	9.700	eV
E	-1518.40446	Eh

These are the Löwdin partial charges, in e, on atoms 1 to 5: Cl 0.67; O 0.06; O 0.13; O -0.01; N -0.04

No. 2
This record from the Open Molecules 2025 dataset describes C20H26CoNO2S2 as an isolated structure. The level of theory is ωB97M-V with the def2-TZVPD basis set.

XYZ file:
```
52
Properties=species:S:1:pos:R:3:forces:R:3
Co 0.1362 -0.3479 0.4185 -0.4 -0.1 0.1
S -1.2955 -0.8828 2.0324 0.2 0.3 0.0
S -0.0944 -2.4144 -0.3283 0.1 0.4 0.0
O 0.3231 1.4735 1.5336 0.2 -0.2 -0.2
O 1.9313 -0.6858 1.8983 0.1 -0.2 -0.1
N 1.6660 -0.2657 -0.9446 -0.2 0.0 0.1
C 2.1175 -2.0204 2.3668 0.0 0.0 0.1
C -1.4415 -3.1069 0.5434 -0.1 0.1 0.0
C -0.5771 1.0334 -2.1107 0.2 0.3 0.2
C -1.9492 -4.4457 0.0807 0.0 0.0 0.0
C -0.1195 2.7306 1.0299 0.0 0.1 -0.1
C -1.9539 -2.4377 1.5827 0.0 0.0 -0.1
C 2.3078 3.3359 -2.9816 0.0 0.0 0.0
C 1.0408 2.7769 -2.9145 0.0 0.0 0.0
C -1.0280 0.4602 -0.9035 -0.3 -0.7 0.0
C -1.4700 1.2751 -3.1596 0.0 0.0 0.0
C -3.1038 -2.9619 2.4021 0.0 0.0 0.0
C -2.8227 1.0333 -3.0239 0.0 0.0 0.0
C 0.8040 1.5717 -2.2514 -0.1 0.0 0.0
C 1.8965 0.9509 -1.6548 0.1 0.1 0.1
C 1.7367 0.2312 2.9593 0.0 0.1 0.0
C 3.3783 2.7011 -2.3691 0.0 0.0 0.0
C 3.1675 1.5033 -1.7049 0.0 0.0 0.0
C -2.4142 0.2900 -0.7742 0.1 -0.1 -0.2
C -3.2986 0.5796 -1.8037 0.0 0.0 0.0
C 1.4995 1.5739 2.3262 0.0 0.0 0.0
H 2.2105 -2.6622 1.4956 0.0 0.0 0.0
H 0.5961 3.1300 0.3044 0.0 0.0 0.0
H 2.4544 4.2766 -3.4958 0.0 0.0 0.0
H -4.3602 0.4198 -1.6573 0.0 0.0 0.0
H 2.6213 0.2653 3.6048 0.0 0.0 0.0
H -3.3255 -2.2914 3.2309 0.0 0.0 0.0
H 1.2463 -2.3383 2.9447 0.0 0.0 0.0
H 3.9932 0.9880 -1.2263 0.0 0.0 0.0
H 0.2041 3.2983 -3.3605 0.0 0.0 0.0
H 0.8658 -0.0691 3.5504 0.0 0.0 0.0
H -1.0860 1.6567 -4.0983 0.0 0.0 0.0
H -3.4962 1.2136 -3.8520 0.0 0.0 0.0
H -1.0743 2.5634 0.5426 0.0 0.0 0.0
H -2.8138 -0.1006 0.1480 0.0 -0.1 0.0
H 3.0210 -2.0710 2.9809 0.0 0.0 0.0
H 2.5245 -0.6201 -0.5376 -0.1 0.0 0.1
H 2.3479 1.8661 1.6956 0.0 0.0 0.0
H 1.3567 2.3311 3.1031 0.0 0.0 0.0
H -0.2372 3.4312 1.8594 0.0 0.0 0.0
H -1.5144 -4.7144 -0.8811 0.0 0.0 0.0
H -1.6962 -5.2339 0.7954 0.0 0.0 0.0
H 1.2807 -0.9789 -1.5627 0.2 0.0 -0.2
H -2.8823 -3.9505 2.8114 0.0 0.0 0.0
H -4.0078 -3.0542 1.7938 0.0 0.0 0.0
H -3.0357 -4.4380 -0.0305 0.0 0.0 0.0
H 4.3703 3.1311 -2.4080 0.0 0.0 0.0
```
Forces are in eV/Å.

Results
relative energy (zero: lowest compared OMol25 entry of this formula, charge and spin)	0.000	eV
E_LUMO	0.51	eV
Kohn-Sham gap	7.047	eV
E	-3162.05614	Eh

These are the Löwdin partial charges, in e, on atoms 1 to 5: Co 0.05; S 0.77; S 0.77; O -0.29; O -0.28

No. 3
This record from the Open Molecules 2025 dataset describes C20H26CoNO2S2 as an isolated structure in a non-equilibrium geometry. The level of theory is ωB97M-V with the def2-TZVPD basis set.

XYZ file:
```
52
Properties=species:S:1:pos:R:3:forces:R:3
Co -0.2396 -0.5756 0.3641 -0.1 0.6 0.8
S -2.4683 -0.7782 0.7279 0.8 0.2 -0.5
S 0.0126 -0.5763 2.6211 0.0 0.0 -1.1
O -0.7453 -0.7285 -1.6567 0.4 0.3 -0.5
O -0.0097 -2.7935 -0.2522 0.3 -0.2 0.4
N 1.9021 -0.6197 0.4413 -0.6 0.0 -0.2
C -4.0350 0.1063 2.8439 0.1 0.0 -0.1
C 0.0016 1.3638 0.1847 -0.2 -0.6 0.6
C 2.0943 1.1061 -1.2176 0.0 0.1 0.1
C -0.3797 -3.0333 -1.5925 -0.2 0.1 0.0
C 3.4637 0.7582 -3.1915 0.0 0.0 0.0
C 0.3874 4.1514 0.1822 0.0 0.0 0.0
C -1.6930 0.3566 4.6063 0.1 -0.1 -0.1
C -1.5774 -0.1219 3.1801 -0.1 0.0 0.3
C 2.5979 1.5423 -2.4415 0.1 0.0 0.0
C -2.6402 -0.2310 2.3754 -0.2 0.0 0.1
C 3.8423 -0.4913 -2.7210 0.0 0.1 0.0
C -0.0739 -1.7742 -2.3599 0.0 -0.2 0.2
C -0.9350 2.2244 0.7500 0.0 0.2 0.0
C -0.4535 -3.8059 0.6455 0.0 -0.1 0.0
C 1.3164 3.3160 -0.4120 0.0 0.1 0.0
C 1.1288 1.9310 -0.4377 0.0 -0.2 -0.1
C 2.4819 -0.1547 -0.7674 0.1 0.0 -0.1
C -0.7558 3.6018 0.7452 0.0 -0.1 0.0
C 3.3497 -0.9454 -1.5066 0.0 0.0 0.1
C -0.8935 0.4519 -2.4658 -0.3 -0.2 0.0
H -1.5331 -3.9461 0.5563 0.0 0.0 0.0
H -1.8219 1.8169 1.2153 0.1 0.0 0.0
H 0.5562 5.2205 0.2047 0.0 0.0 0.0
H -0.7072 0.4633 5.0560 0.0 0.0 0.0
H 0.1624 -3.8896 -2.0090 0.0 0.0 0.0
H -2.1932 1.3269 4.6550 0.0 0.0 0.0
H -4.3131 -0.4820 3.7217 0.0 0.0 0.0
H 2.2834 -1.5076 0.7437 -0.1 0.0 0.0
H -2.2711 -0.3443 5.2149 0.0 0.0 0.0
H 4.5214 -1.1096 -3.2930 0.0 0.0 0.0
H -1.3362 0.1596 -3.4208 0.0 0.0 0.0
H 2.2111 3.7372 -0.8561 0.0 0.0 0.0
H 0.9992 -1.5669 -2.4044 0.0 0.0 0.0
H -0.4606 -1.8656 -3.3772 -0.1 0.1 0.0
H -4.1142 1.1618 3.1201 0.0 0.0 0.0
H 3.6373 -1.9204 -1.1279 0.0 0.0 0.0
H -1.5044 4.2424 1.1956 0.0 0.0 0.0
H -0.2251 -3.4625 1.6515 0.0 0.0 0.0
H 2.2817 2.5070 -2.8197 0.0 0.0 0.0
H -1.4581 -3.2282 -1.6373 0.0 0.0 0.0
H 3.8372 1.1203 -4.1400 0.0 0.0 0.0
H -1.5651 1.1202 -1.9387 0.0 0.0 0.1
H -4.7592 -0.0917 2.0552 0.0 0.0 0.0
H 0.0624 0.9412 -2.6392 0.0 -0.1 0.0
H 0.0619 -4.7479 0.4369 0.0 0.0 0.0
H 1.9694 0.0648 1.1914 0.1 0.0 0.0
```
Forces are in eV/Å.

Results
relative energy (zero: lowest compared OMol25 entry of this formula, charge and spin)	0.050	eV
E_LUMO	0.49	eV
Kohn-Sham gap	6.993	eV
E	-3162.05428	Eh

These are the Löwdin partial charges, in e, on atoms 1 to 5: Co 0.08; S 0.74; S 0.74; O -0.29; O -0.27

No. 4
This record from the Open Molecules 2025 dataset describes C20H26CrIN5O4S2 as an isolated structure in a non-equilibrium geometry. The level of theory is ωB97M-V with the def2-TZVPD basis set.

XYZ file:
```
59
Properties=species:S:1:pos:R:3:forces:R:3
I 1.9820 -6.9357 3.9713 0.0 0.0 0.0
Cr 0.1437 -0.0407 -0.0469 0.1 0.8 1.0
S -3.5393 1.2152 -1.9773 -0.1 0.2 0.5
S -1.1676 1.3068 1.4107 -0.3 0.3 -0.4
O -2.4682 -1.8419 2.0247 -0.1 0.0 0.0
O -2.7297 0.9335 -3.1312 0.2 -0.1 -0.2
O -4.8974 0.7946 -1.9198 0.0 0.0 -0.2
O -0.8525 -1.4216 0.5526 0.5 -1.0 -0.4
N 0.5695 2.0118 -0.8014 0.0 -0.2 -0.1
N -2.7030 0.6273 -0.6456 -0.1 0.0 -0.4
N 2.2008 -0.1412 -0.8802 -0.1 -0.1 0.0
N -0.3253 -0.6743 -2.0061 0.3 -0.3 0.0
N 1.3411 -0.0536 1.7704 0.1 0.0 -0.2
C 0.8905 -5.3561 3.1681 0.0 0.0 0.0
C -0.5659 -3.2457 2.0964 0.0 0.0 0.0
C -1.3940 -2.1118 1.5697 0.0 0.3 -0.1
C -2.5930 2.9781 -0.3914 -0.2 -0.1 0.1
C 2.7927 -0.1896 1.5147 0.0 -0.1 0.0
C -2.2473 1.5948 0.0599 -0.1 0.2 0.5
C -1.1279 -4.0603 3.0748 0.0 0.0 0.1
C 0.7601 -1.6573 -2.2568 -0.1 0.0 0.0
C -3.3666 2.9235 -1.5379 0.1 0.0 -0.1
C 1.4644 -4.5521 2.1930 0.0 0.0 0.0
C -0.4064 -5.1156 3.6072 0.0 0.0 0.0
C 2.8104 1.1944 -1.1667 0.0 0.0 0.0
C -2.2506 4.2008 0.1603 0.0 0.0 0.1
C -2.7101 5.3546 -0.4681 0.0 0.0 0.0
C 2.9866 -0.8412 0.1638 0.0 -0.1 -0.1
C 2.1180 -0.9865 -2.1176 -0.1 0.0 0.0
C 1.9861 2.3403 -0.6057 0.0 -0.1 -0.1
C -3.8322 4.0522 -2.1743 0.0 0.0 0.0
C -3.4920 5.2815 -1.6159 0.0 0.0 0.0
C 0.7265 -3.5054 1.6609 0.0 0.0 0.0
H -4.4393 3.9873 -3.0672 0.0 0.0 0.0
H -0.8513 -5.7498 4.3616 0.0 0.0 0.0
H -3.8439 6.1931 -2.0799 0.0 0.0 0.0
H 1.0054 -0.8767 2.2673 0.0 0.0 0.0
H 2.4721 -4.7466 1.8508 0.0 0.0 0.0
H 2.1519 2.5079 0.4587 0.0 -0.1 0.0
H -1.6646 4.2546 1.0697 0.0 0.0 0.0
H 2.2933 -0.3538 -2.9857 0.0 0.0 0.0
H 3.8359 1.2161 -0.7933 0.0 0.1 0.0
H 2.2665 3.2574 -1.1272 0.0 0.1 0.1
H -2.1335 -3.8495 3.4127 0.0 0.0 0.0
H 1.1607 0.7335 2.3861 0.0 0.0 0.0
H 1.1528 -2.8910 0.8811 0.0 0.0 0.0
H -2.4645 6.3233 -0.0538 0.0 0.0 0.0
H -0.4102 -0.0066 -2.7668 -0.2 0.0 0.0
H 4.0456 -0.8649 -0.1110 0.0 0.0 0.0
H 0.2677 2.2481 -1.7433 0.0 -0.1 0.0
H 0.6782 -2.1063 -3.2477 0.0 0.0 0.0
H -1.2139 -1.1690 -1.9485 -0.1 0.2 0.0
H 3.2832 -0.7953 2.2778 0.0 0.0 0.0
H 2.8666 1.3236 -2.2462 0.0 0.0 0.0
H 2.6389 -1.8730 0.2014 0.0 0.0 0.0
H 2.9051 -1.7426 -2.1117 0.0 0.0 0.0
H 3.2511 0.7985 1.5471 0.0 0.0 0.0
H 0.0015 2.5615 -0.1635 0.0 0.1 -0.1
H 0.6408 -2.4585 -1.5243 0.0 0.0 0.0
```
Forces are in eV/Å.

Results
relative energy (zero: lowest compared OMol25 entry of this formula, charge and spin)	1.003	eV
multiplicity	2
E_LUMO (alpha / beta)	-3.47 / -3.03	eV
Kohn-Sham gap (alpha / beta)	7.662 / 8.098	eV
E	-3490.82787	Eh
total charge	+1
<S²>	0.770

These are the Löwdin partial charges, in e, on atoms 1 to 5: I 0.91; Cr 0.61; S 0.67; S 0.81; O 0.13